Model i:
The following is a DFT calculation (the ωB97M-V functional and the def2-TZVPD basis) of a single C4H14N4 molecule.

Geometry as XYZ:
```
22
Properties=species:S:1:pos:R:3:nbo_charge:R:1
C -2.1643 -1.6893 0.6065 -0.620
C -1.1707 -0.5676 0.2883 -0.071
N -1.2678 0.5706 1.2057 -0.856
C 0.2752 -1.1191 0.2993 -0.220
N 1.3520 -0.1686 0.1566 -0.660
C 1.3483 0.6518 -1.0171 0.254
N 2.6666 0.6960 -1.5909 -0.831
N 0.9814 1.9953 -0.3790 -0.908
H -3.1906 -1.3231 0.5579 0.206
H -1.9885 -2.0773 1.6108 0.202
H -2.0598 -2.5076 -0.1044 0.212
H -1.3963 -0.1797 -0.7127 0.177
H -2.2290 0.8892 1.2735 0.362
H -0.9752 0.2868 2.1364 0.356
H 0.3500 -1.8711 -0.4960 0.199
H 0.4364 -1.6431 1.2474 0.191
H 1.2867 0.7514 0.8284 0.399
H 0.6333 0.3279 -1.7875 0.152
H 2.7644 1.4701 -2.2385 0.349
H 3.3581 0.8103 -0.8579 0.368
H 0.9399 2.7520 -1.0569 0.352
H 0.0499 1.9451 0.0302 0.387
```

Values from the calculation:
E_HOMO: -0.31895 hartree
E_LUMO: 1.02 eV
Kohn-Sham gap: 0.3562 Ha



Model ii:
The following is a DFT calculation (the ωB97M-V functional and the def2-TZVPD basis) of 2 unconnected molecules or ions with the total composition C4H14N4.

Geometry as XYZ:
```
22
Properties=species:S:1:pos:R:3:nbo_charge:R:1
N -2.1444 -0.3113 0.7078 -0.842
C -2.0737 1.0593 0.2700 -0.087
C -1.8123 1.4191 -0.9653 -0.048
N -1.6474 2.7372 -1.4427 -0.831
H -2.8143 -0.3271 1.4678 0.355
H -1.2548 -0.4990 1.1740 0.372
H -2.2059 1.8184 1.0464 0.164
H -1.7068 0.6130 -1.6948 0.177
H -1.5921 2.7432 -2.4481 0.367
H -0.8413 3.2058 -1.0562 0.372
N 2.0624 -0.0821 -1.2973 -0.829
C 1.2468 -0.4436 -0.1414 -0.227
C 1.9303 -1.4526 0.7612 -0.220
N 0.9796 -1.8476 1.8114 -0.848
H 1.6312 0.7151 -1.7560 0.354
H 2.0179 -0.8198 -1.9941 0.348
H 0.2519 -0.8391 -0.3800 0.167
H 1.0662 0.4436 0.4637 0.189
H 2.2782 -2.3059 0.1712 0.161
H 2.7878 -0.9990 1.2350 0.191
H 0.3679 -2.5792 1.4683 0.355
H 1.4729 -2.2485 2.5991 0.360
```

Values from the calculation:
E_HOMO: -0.30451 hartree
E_LUMO: 0.96 eV
Kohn-Sham gap: 0.3399 Ha



Model iii:
The following is a DFT calculation (the ωB97M-V functional and the def2-TZVPD basis) of a single C4H14N4 molecule.

Geometry as XYZ:
```
22
Properties=species:S:1:pos:R:3:nbo_charge:R:1
C -1.9752 -1.4325 -0.8092 -0.405
N -0.5713 -1.0221 -0.9920 -0.333
C 0.3538 -1.8692 -0.2075 -0.462
N -0.2365 0.5240 -0.4807 -0.026
N 0.1880 1.3404 -1.5239 -0.670
N 0.5312 0.6292 0.6317 -0.302
C 1.9628 0.9145 0.6744 -0.411
C -0.4015 1.3471 1.5386 -0.403
H -2.1749 -1.6387 0.3940 0.140
H -2.6143 -0.5046 -1.0706 0.215
H -2.1807 -2.3209 -1.2694 0.200
H 0.0157 -2.9137 -0.2600 0.199
H 1.2714 -1.9174 -0.6356 0.180
H 0.4731 -1.3333 0.8876 0.211
H -0.4041 1.5660 -2.2794 0.374
H 1.0860 0.9354 -1.9263 0.320
H 2.1678 1.7925 0.2051 0.186
H 2.1185 0.9834 1.6758 0.209
H 2.3719 0.0670 0.1766 0.199
H -1.2972 0.7631 1.8050 0.208
H 0.0367 1.8426 2.4929 0.184
H -0.7211 2.2472 0.9729 0.188
```

Values from the calculation:
E_HOMO: -0.29350 hartree
E_LUMO: 1.05 eV
Kohn-Sham gap: 0.3319 Ha



Verdict on stability: model i comes out on top.



Model i:
The following is a DFT calculation (the ωB97M-V functional and the def2-TZVPD basis) of 3 unconnected molecules or ions with the total composition C3H12N2O3.

Geometry as XYZ:
```
20
Properties=species:S:1:pos:R:3:nbo_charge:R:1
C -1.1322 1.5029 0.3030 0.986
N 0.0146 1.5023 -0.3476 -0.788
O -1.5279 2.6767 0.8110 -0.702
O -1.5861 0.3381 0.7455 -0.744
O -3.0357 1.4492 -0.7157 -1.217
H -2.4864 2.6893 0.5789 0.546
H -2.5274 0.3435 0.2588 0.552
H -3.1049 1.3908 -1.6721 0.457
H 0.4068 0.6071 -0.6888 0.448
H 0.4101 2.3890 -0.6121 0.407
C 1.0050 -1.7935 0.2636 -0.226
C 2.2595 -1.2500 0.9340 -0.617
N 0.8160 -1.1658 -1.0598 -0.854
H 1.5907 -1.3931 -1.6757 0.363
H -0.0293 -1.5159 -1.4998 0.375
H 0.1269 -1.5432 0.8606 0.215
H 1.0639 -2.8876 0.1967 0.171
H 2.3928 -1.7002 1.9186 0.219
H 2.1920 -0.1683 1.0592 0.210
H 3.1517 -1.4713 0.3418 0.198
```

Values from the calculation:
E_HOMO: -0.33165 hartree
E_LUMO: 0.78 eV
Kohn-Sham gap: 0.3604 Ha



Model ii:
The following is a DFT calculation (the ωB97M-V functional and the def2-TZVPD basis) of 3 unconnected molecules or ions with the total composition C3H12N2O3.

Geometry as XYZ:
```
20
Properties=species:S:1:pos:R:3:nbo_charge:R:1
N -2.1504 1.1270 -0.5663 -0.870
C -1.8177 -0.3092 -0.2973 -0.056
N -0.6007 -0.4718 0.5577 -0.656
C -0.0489 0.7251 1.1697 -0.339
C 1.1339 0.2309 2.0448 0.478
O 1.7811 -0.7452 1.7806 -0.557
H -2.8020 1.5253 0.1064 0.360
H -2.5693 1.3336 -1.4584 0.370
H -1.7381 -0.7401 -1.2874 0.185
H -2.5657 -0.8105 0.3349 0.173
H 0.1318 -0.9479 -0.0034 0.369
H 0.2984 1.5047 0.4336 0.241
H -0.7122 1.2124 1.8809 0.197
H 1.2454 0.8112 2.9895 0.109
O 2.2511 -1.7029 -1.0973 -0.980
H 2.2780 -2.6661 -1.0303 0.483
H 2.0765 -1.4168 -0.1721 0.498
O 1.3871 0.8305 -1.7967 -0.956
H 1.9323 0.0266 -1.8150 0.493
H 0.4894 0.4833 -1.7738 0.458
```

Values from the calculation:
E_HOMO: -0.33446 hartree
E_LUMO: 0.77 eV
Kohn-Sham gap: 0.3627 Ha



Verdict on stability: model i comes out on top.



Model i:
The following is a DFT calculation (the ωB97M-V functional and the def2-TZVPD basis) of a single C7H14 molecule.

Geometry as XYZ:
```
21
Properties=species:S:1:pos:R:3:nbo_charge:R:1
C 1.1288 -1.8703 0.9354 -0.631
C 0.6602 -0.9652 -0.1750 -0.287
C 0.8100 0.5206 -0.2028 -0.250
C 1.0320 1.1401 1.1825 -0.611
C -0.5926 0.1591 -0.4876 0.031
C -1.7263 0.8105 0.2499 -0.628
C -0.8517 0.0296 -2.0009 -0.636
H 2.2283 -1.9481 0.9950 0.218
H 0.7864 -2.8766 0.6812 0.215
H 0.7626 -1.5930 1.9224 0.199
H -0.0720 -1.4607 -0.7960 0.267
H 1.3384 1.0660 -0.9860 0.186
H 0.5399 2.1182 1.2366 0.211
H 2.0945 1.2861 1.3946 0.217
H 0.6191 0.5359 2.0000 0.208
H -2.6990 0.3856 -0.0211 0.214
H -1.7378 1.8693 -0.0543 0.209
H -1.6095 0.7705 1.3322 0.220
H -0.0016 -0.4516 -2.5024 0.225
H -1.7490 -0.5520 -2.2570 0.208
H -0.9607 1.0258 -2.4469 0.215
```

Values from the calculation:
E_HOMO: -0.28690 hartree
E_LUMO: 1.04 eV
Kohn-Sham gap: 0.3251 Ha



Model ii:
The following is a DFT calculation (the ωB97M-V functional and the def2-TZVPD basis) of 2 unconnected molecules or ions with the total composition C7H14.

Geometry as XYZ:
```
21
Properties=species:S:1:pos:R:3:nbo_charge:R:1
C 1.9872 -0.7881 0.7483 -0.670
C 0.8217 -0.7249 -0.1731 -0.162
C 0.0243 0.4421 -0.2005 -0.166
C 0.4149 1.7189 0.2758 -0.426
C -1.1607 0.4282 -1.2382 -0.377
C -1.5766 0.1852 0.1186 -0.109
C -2.0200 -1.1502 0.6531 -0.618
H 2.5016 -1.7523 0.7007 0.219
H 2.7268 0.0020 0.5428 0.215
H 1.6614 -0.6186 1.7935 0.209
H 2.0333 0.5948 -1.6422 -0.011
H 0.4582 -1.6319 -0.6452 0.191
H 1.3201 1.8478 0.8573 0.197
H -0.2807 2.5510 0.2378 0.185
H 1.9719 1.3319 -1.4546 -0.006
H -1.3470 1.3944 -1.6937 0.230
H -1.1169 -0.4133 -1.9235 0.223
H -1.9797 1.0342 0.6600 0.223
H -1.6666 -1.2954 1.6779 0.221
H -1.6565 -1.9778 0.0413 0.213
H -3.1166 -1.1779 0.6638 0.219
```

Values from the calculation:
E_HOMO (spin up / spin down): -0.24914 / -0.25345 hartree
E_LUMO (spin up / spin down): 0.59 / 0.69 eV
Kohn-Sham gap (spin up / spin down): 0.2710 / 0.2788 Ha



Model iii:
The following is a DFT calculation (the ωB97M-V functional and the def2-TZVPD basis) of a single C7H14 molecule.

Geometry as XYZ:
```
21
Properties=species:S:1:pos:R:3:nbo_charge:R:1
C -0.9303 -1.3315 -1.1199 -0.627
C 0.3198 -1.4985 -0.2662 -0.170
C 1.6240 -1.8574 -0.9922 -0.622
C 0.7614 0.1039 0.6169 -0.386
C -0.2707 1.1920 0.4481 -0.250
C -0.9064 2.2244 1.3440 -0.411
C -0.2251 2.6478 0.0599 -0.411
H -1.3568 -0.2716 -0.9043 0.193
H -0.7539 -1.3441 -2.2036 0.212
H -1.7888 -1.9549 -0.8481 0.218
H 0.1314 -2.1950 0.5623 0.197
H 1.7275 -2.8845 -1.3762 0.210
H 1.7766 -1.1794 -1.8410 0.203
H 2.4481 -1.7010 -0.2879 0.208
H 0.8958 -0.2235 1.6551 0.208
H 1.7191 0.3422 0.1440 0.202
H -1.1006 0.7368 -0.1863 0.189
H -1.9949 2.2103 1.3641 0.206
H -0.4606 2.5514 2.2826 0.213
H 0.6700 3.2634 0.1334 0.212
H -0.8592 2.9006 -0.7879 0.205
```

Values from the calculation:
E_HOMO: -0.35538 hartree
E_LUMO: 1.13 eV
Kohn-Sham gap: 0.3968 Ha



Model iv:
The following is a DFT calculation (the ωB97M-V functional and the def2-TZVPD basis) of a molecular structure, C7H14.

Geometry as XYZ:
```
21
Properties=species:S:1:pos:R:3:nbo_charge:R:1
C 1.9795 -0.8221 0.7305 -0.673
C 0.8546 -0.7064 -0.2440 -0.144
C 0.0209 0.4506 -0.2057 -0.188
C 0.5112 1.7202 0.2234 -0.405
C -1.1454 0.4866 -1.2361 -0.378
C -1.5392 0.2175 0.1349 -0.123
C -2.0288 -1.1244 0.6168 -0.614
H 2.4750 -1.7952 0.6734 0.219
H 2.7399 -0.0435 0.5752 0.217
H 1.6132 -0.6800 1.7648 0.209
H 1.9044 0.4905 -1.4759 -0.009
H 0.4556 -1.6191 -0.6787 0.192
H 1.3485 1.7819 0.9100 0.195
H -0.1482 2.5836 0.1903 0.186
H 1.8672 1.2657 -1.2932 -0.006
H -1.3301 1.4642 -1.6688 0.228
H -1.1347 -0.3408 -1.9400 0.222
H -1.9393 1.0567 0.6952 0.223
H -1.6918 -1.3242 1.6383 0.218
H -1.6867 -1.9387 -0.0258 0.212
H -3.1256 -1.1229 0.6155 0.219
```

Values from the calculation:
E_HOMO (spin up / spin down): -0.25923 / -0.26432 hartree
E_LUMO (spin up / spin down): 0.54 / 0.61 eV
Kohn-Sham gap (spin up / spin down): 0.2790 / 0.2869 Ha



Verdict on stability: model iii comes out on top.



Model i:
The following is a DFT calculation (the ωB97M-V functional and the def2-TZVPD basis) of a gas-phase ion, C4H8NO3 (charge -1).

Geometry as XYZ:
```
16
Properties=species:S:1:pos:R:3:nbo_charge:R:1
C -1.4602 -0.6609 -0.0555 -0.649
C -0.5477 -0.0658 0.9933 0.095
O -0.5135 -0.9639 2.1304 -0.750
C 0.8690 0.2559 0.5440 -0.254
N 0.9924 1.0940 -0.6170 -0.714
C 0.9716 0.4816 -1.9330 0.863
O 0.6774 1.2820 -2.8433 -0.799
O 1.1266 -0.7530 -1.9340 -0.804
H -1.2090 -0.2058 -1.0247 0.246
H -2.5011 -0.4630 0.1375 0.194
H -1.1137 -1.6902 -0.2133 0.227
H -0.9619 0.8578 1.4051 0.137
H 0.4116 -1.1566 2.3185 0.459
H 1.3922 0.6783 1.4061 0.157
H 1.4115 -0.6575 0.2970 0.227
H 0.4549 1.9672 -0.6109 0.365
```

Values from the calculation:
E_HOMO: -0.15777 hartree
E_LUMO: 3.65 eV
Kohn-Sham gap: 0.2918 Ha
total charge: -1



Model ii:
The following is a DFT calculation (the ωB97M-V functional and the def2-TZVPD basis) of a gas-phase ion, C4H8NO3 (charge -1).

Geometry as XYZ:
```
16
Properties=species:S:1:pos:R:3:nbo_charge:R:1
C -1.7132 -0.9183 -1.6828 -0.631
C -0.5186 -0.2008 -1.0641 -0.040
C -0.6271 1.4184 -1.0865 -0.049
O 0.5128 2.0414 -0.5733 -0.807
N -0.3614 -0.8459 0.3264 -0.759
C 0.7495 -0.6443 1.2972 0.893
O 1.6206 0.2007 0.9347 -0.817
O 0.7145 -1.2121 2.3740 -0.751
H -2.6991 -0.7300 -1.2763 0.201
H -1.6017 -0.5303 -2.6641 0.197
H -1.3978 -2.0152 -1.6843 0.218
H 0.4371 -0.3567 -1.6308 0.192
H -1.4572 1.6668 -0.4935 0.140
H -0.7700 1.5134 -2.1966 0.127
H 1.0104 1.3396 0.0898 0.516
H -1.1181 -1.1371 0.9055 0.372
```

Values from the calculation:
E_HOMO: -0.15684 hartree
E_LUMO: 3.82 eV
Kohn-Sham gap: 0.2973 Ha
total charge: -1



Verdict on stability: model i comes out on top.



Model i:
The following is a DFT calculation (the ωB97M-V functional and the def2-TZVPD basis) of a gas-phase ion, C4H8NO3 (charge -1).

Geometry as XYZ:
```
16
Properties=species:S:1:pos:R:3:nbo_charge:R:1
N 1.2127 -0.8408 0.7105 -0.870
C -0.0653 -0.1116 0.6858 -0.174
C -0.1993 0.6029 -0.6606 -0.466
C -0.9235 -0.2131 -1.6951 -0.058
O -0.1184 -1.3610 -2.0751 -0.775
C -0.0192 1.0035 1.8787 0.752
O -0.5741 2.0945 1.6449 -0.779
O 0.6017 0.6266 2.8930 -0.791
H 1.9924 -0.2058 0.7740 0.357
H 1.2128 -1.3884 1.5597 0.369
H -0.8627 -0.8239 0.8748 0.178
H 0.8189 0.8806 -0.9474 0.193
H -0.6692 1.5665 -0.4521 0.260
H -1.0193 0.3579 -2.6168 0.162
H -1.8296 -0.6303 -1.2670 0.157
H 0.4421 -1.5575 -1.3071 0.487
```

Values from the calculation:
E_HOMO: -0.14678 hartree
E_LUMO: 3.94 eV
Kohn-Sham gap: 0.2916 Ha
total charge: -1



Model ii:
The following is a DFT calculation (the ωB97M-V functional and the def2-TZVPD basis) of 2 unconnected molecules or ions with the total composition C4H8NO3.

Geometry as XYZ:
```
16
Properties=species:S:1:pos:R:3:nbo_charge:R:1
C -1.8555 -0.2563 0.7505 -0.742
C -1.9005 -0.1649 2.2617 0.684
O -2.8268 -0.5608 2.9462 -0.651
N -0.8045 0.4490 2.7907 -0.832
H -2.6392 -0.9258 0.4087 0.216
H -0.9090 -0.6748 0.3863 0.301
H -0.7882 0.7869 3.7375 0.381
H -0.1981 0.9521 2.1616 0.401
H -2.0485 0.7298 0.3254 0.230
C 2.4972 -0.2362 -2.6511 -0.740
C 1.3510 0.1719 -1.6782 0.768
O 1.1772 1.4047 -1.5975 -0.797
O 0.7118 -0.7324 -1.0996 -0.803
H 2.1444 -0.0430 -3.6686 0.197
H 2.7365 -1.3024 -2.6324 0.188
H 3.3522 0.4021 -2.4414 0.200
```

Values from the calculation:
E_HOMO: -0.15572 hartree
E_LUMO: 3.68 eV
Kohn-Sham gap: 0.2910 Ha
total charge: -1



Verdict on stability: model ii comes out on top.